This record from OMol25 describes a structure of composition C28H33Br2N5O9Sr at a distorted geometry. The level of theory is the ωB97M-V functional and the def2-TZVPD basis.

HOMO energy ... -13.69 eV
Kohn-Sham gap ... 5.0 eV
Energy ... -7215.49080 Eh
Max |F| ... 3.1 eV Å⁻¹

```
! RIJCOSX wB97M-V def2-TZVPD def2/J DEFGRID3
* xyz 2 1
C -11.5250 -1.7851 13.6280
C -8.8397 3.8707 17.0620
H -8.6857 5.8421 16.1653
H -12.6371 -0.5403 12.2980
H -9.2218 2.0425 18.0987
C -7.8050 -0.4146 16.2947
C -11.0066 4.8866 18.3957
C -5.9804 0.2146 20.4900
C -6.3391 1.0063 22.7212
Br -8.3511 4.3810 13.6821
O -10.3812 0.9355 21.9176
N -14.8079 -2.1524 11.9401
C -13.8670 1.6595 13.5363
C -10.5862 3.5810 18.6881
C -7.3714 2.7049 13.7048
C -13.4423 0.9641 14.6736
N -9.6693 0.6141 21.0064
O -15.1065 -0.9745 11.8934
C -13.5445 -3.6400 13.4102
C -9.2677 -0.7949 16.5578
H -10.6230 2.7762 15.2678
O -9.4706 -1.9866 17.2732
H -12.1758 -0.5934 18.6253
N -12.0838 -1.4631 18.0922
C -9.4966 3.0864 18.0109
H -5.9955 1.2534 23.7146
H -12.4599 -4.8550 14.7579
C -10.3337 5.6871 17.4816
C -12.4016 -3.9834 14.1185
C -12.5833 -1.5044 12.7801
O -15.4498 -3.0492 11.4644
H -8.9091 1.2062 14.0444
Sr -8.6642 -4.2711 18.0232
H -7.3013 -0.9910 15.5304
H -12.6954 -1.4138 17.2545
H -9.6716 -0.9039 15.5430
C -12.2572 1.3493 15.3200
H -7.9550 3.4478 16.6009
Br -6.9902 0.0011 12.8373
H -11.9883 0.9857 16.3027
H -13.3548 3.1709 12.1066
O -15.4374 0.0405 15.1572
H -10.4540 -3.2206 14.7401
H -7.7148 -0.2325 19.3536
H -5.3214 -0.1638 19.7180
C -11.5230 2.3970 14.7950
C -11.8762 3.0295 13.6115
C -8.2167 0.6621 21.2510
H -14.7067 1.2974 12.9576
N -12.1287 5.4808 19.1198
O -13.6993 -1.0091 15.8415
H -10.6475 6.7097 17.3308
H -7.2267 -0.3533 17.2266
H -8.8019 1.6623 12.4001
H -6.9757 2.5683 14.7118
C -13.5870 -2.4758 12.6797
H -7.8515 0.6640 16.1060
H -11.2818 3.8379 13.2128
C -9.2438 5.1549 16.7814
H -8.3885 1.2828 23.2815
C -7.3331 0.2328 20.2554
H -11.1338 2.8788 19.3004
H -14.4036 -4.2961 13.4567
C -13.0884 2.6785 13.0339
H -12.5356 -2.2160 18.6150
C -11.3895 -3.0460 14.2158
N -14.2456 -0.0824 15.2356
H -4.4418 0.3737 21.9979
H -6.4604 2.8217 13.1219
H -10.7647 -1.0256 13.7443
C -5.4857 0.5109 21.7472
O -12.5293 6.5787 18.8322
H -11.0729 -1.6339 17.8823
O -12.5702 4.8047 20.0417
O -10.0641 0.2262 19.9138
C -7.7142 1.0585 22.4651
C -8.1881 1.5088 13.2852
H -9.8150 0.0123 17.0571
*
```

Atom charges from the Mulliken analysis, given in e for atoms 1 to 8: 0.18, -0.97, 0.65, 0.60, 0.15, -1.07, -0.38, -0.46